Here is C18H45BeN3O6 as an isolated structure from OMol25. Energies are from ωB97M-V/def2-TZVPD.

DFT total energy in Eh: -1342.580470
ΔE to the lowest compared entry with this formula, charge and spin in kcal per mole: 0.0
LUMO level in Eh: -0.18303

```
! RIJCOSX wB97M-V def2-TZVPD def2/J DEFGRID3
* xyz 2 1
Be 0.593 -0.080 0.229
C 3.816 -0.264 -1.058
O 2.775 0.185 -0.152
C 3.289 1.173 0.755
C 2.222 2.243 1.041
N 1.203 1.379 1.712
C -0.062 2.123 1.811
C -1.133 1.230 2.403
O -0.943 -0.079 1.776
C -1.700 -1.143 2.346
H 4.123 0.605 -1.636
H 3.470 -1.061 -1.714
H 4.623 -0.723 -0.486
H 4.178 1.652 0.346
H 3.480 0.607 1.666
H 1.914 2.671 0.091
H 2.728 2.932 1.718
H 1.586 1.578 2.635
H -0.372 2.303 0.780
H 0.090 3.030 2.399
H -2.131 1.623 2.200
H -1.073 1.015 3.472
H -1.280 -1.219 3.352
H -1.547 -2.064 1.789
H -2.761 -0.888 2.368
C 2.340 -1.340 3.243
O 1.383 -1.512 2.187
C 1.478 -2.851 1.711
C 0.289 -3.317 0.916
N 0.047 -2.454 -0.251
C 0.930 -2.986 -1.355
C 0.548 -2.236 -2.593
O 0.745 -0.836 -2.443
C 0.997 -0.257 -3.719
H 2.318 -0.272 3.451
H 3.364 -1.485 2.890
H 2.140 -1.953 4.119
H 1.587 -3.544 2.557
H 2.461 -3.170 1.339
H -0.631 -3.253 1.502
H 0.411 -4.373 0.668
H -0.908 -2.656 -0.532
H 0.645 -4.025 -1.529
H 1.974 -2.886 -1.068
H -0.522 -2.406 -2.751
H 1.145 -2.618 -3.424
H 0.180 -0.494 -4.413
H 1.879 -0.689 -4.196
H 0.963 0.827 -3.805
C -5.654 1.843 0.164
O -4.330 1.444 -0.185
C -4.238 0.040 -0.353
C -2.789 -0.508 -0.424
N -1.805 0.576 -0.352
C -1.665 1.341 -1.629
C -0.551 2.410 -1.527
O 0.731 1.808 -1.316
C 1.762 2.487 -2.024
H -6.415 1.221 -0.311
H -5.873 2.856 -0.167
H -5.673 1.775 1.253
H -4.858 -0.330 -1.175
H -4.804 -0.406 0.475
H -2.719 -1.044 -1.373
H -2.597 -1.249 0.351
H -2.281 1.223 0.275
H -2.581 1.830 -1.960
H -1.418 0.548 -2.336
H -0.784 3.023 -0.653
H -0.598 3.036 -2.418
H 1.894 3.532 -1.734
H 1.681 2.496 -3.113
H 2.716 2.004 -1.812
*
```

Löwdin atomic charge list, values in e, 4 entries: atom 1 (Be): 0.777, atom 2 (C): -0.023, atom 3 (O): -0.239, atom 4 (C): -0.167



Here is a 5-piece molecular cluster, C18H45N3O2S2 overall from OMol25. Energies are from ωB97M-V/def2-TZVPD.

DFT total energy in Eh: -1823.803426
ΔE to the lowest compared entry with this formula, charge and spin in kcal per mole: 0.0
LUMO level in Eh: 0.01019

```
! RIJCOSX wB97M-V def2-TZVPD def2/J DEFGRID3
* xyz 0 1
C -6.830 1.797 -0.126
C -7.034 0.456 0.577
N -6.123 -0.560 0.064
C -4.780 -0.362 0.603
C -3.714 -0.575 -0.472
C -6.568 -1.927 0.324
C -7.811 -2.301 -0.471
H -6.586 1.625 -1.174
H -5.979 2.347 0.296
H -7.655 2.494 0.018
H -6.879 0.600 1.658
H -8.070 0.153 0.448
H -4.653 0.645 1.007
H -4.558 -1.044 1.436
H -2.702 -0.473 -0.072
H -3.801 -1.554 -0.948
H -3.756 0.168 -1.271
H -6.641 -2.121 1.407
H -5.790 -2.620 -0.011
H -8.605 -1.556 -0.455
H -8.191 -3.268 -0.138
H -7.560 -2.409 -1.529
C 4.785 -0.872 -0.694
C 5.650 0.307 -1.139
N 5.654 1.414 -0.207
C 4.646 2.453 -0.393
C 5.270 3.828 -0.594
C 6.094 1.200 1.144
C 7.471 0.571 1.218
H 3.786 -0.542 -0.398
H 5.182 -1.482 0.117
H 4.650 -1.518 -1.569
H 6.666 0.043 -1.448
H 5.259 0.688 -2.087
H 4.092 2.168 -1.291
H 3.921 2.459 0.432
H 5.788 4.144 0.313
H 5.996 3.806 -1.405
H 4.502 4.564 -0.845
H 5.388 0.567 1.720
H 6.096 2.149 1.685
H 8.229 1.261 0.829
H 7.512 -0.355 0.649
H 7.838 0.413 2.235
C 1.477 -3.273 1.268
C 0.831 -3.393 2.583
N 0.348 -3.394 3.622
H 1.669 -4.235 0.809
H 2.352 -2.663 1.493
H 0.779 -2.703 0.653
C -0.949 0.484 1.555
S -0.117 1.459 2.853
O 0.178 0.541 3.987
C 1.417 1.666 1.927
H -1.057 1.221 0.754
H -1.925 0.180 1.912
H -0.283 -0.311 1.226
H 2.105 2.377 2.406
H 1.311 2.113 0.938
H 2.024 0.757 1.976
C -1.113 -0.402 -3.690
S 0.527 -1.145 -3.729
O 1.477 -0.152 -4.287
C 0.743 -1.223 -1.923
H -1.742 -1.067 -3.096
H -1.464 -0.429 -4.718
H -1.092 0.585 -3.231
H 1.093 -0.242 -1.601
H 1.435 -2.013 -1.636
H -0.215 -1.521 -1.495
*
```

natural (NBO) atomic charge list, values in e, 4 entries: atom 1 (C): -0.619, atom 2 (C): -0.218, atom 3 (N): -0.454, atom 4 (C): -0.225



| no. | F_max (eV/A) |
| --- | --- |
| 1 | 2.67 |
| 2 | 1.49 |